Computed, not measured: a structure of composition C16H31NP2PbSe in a non-equilibrium geometry, with the ωB97M-V functional and the def2-TZVPD basis.

Results
- Energy above the lowest of the compared OMol25 structures with the same formula, charge and spin: 0.0 kcal per mole
- Lowest unoccupied orbital energy (alpha / beta): -6.86 / -6.88 eV
- Multiplicity: 1
- Total charge: +2
- Highest occupied orbital energy (alpha / beta): -10.93 / -10.93 eV
- Kohn-Sham gap (alpha / beta): 4.07 / 4.05 eV

The geometry in XYZ format:
```
52
Properties=species:S:1:pos:R:3:mulliken_charge:R:1
P 0.03 -1.78 -1.77 0.850
P 0.27 2.18 -1.61 0.977
C -0.26 -0.36 -2.93 -0.926
C 0.63 0.90 -2.85 -1.336
H -1.33 -0.11 -3.00 0.569
H -0.01 -0.81 -3.90 0.625
H 1.71 0.65 -2.85 0.470
H 0.43 1.46 -3.78 0.677
C -1.35 2.81 -2.08 -1.396
H -1.75 3.44 -1.27 0.423
H -2.06 1.98 -2.23 0.413
H -1.22 3.39 -2.99 0.515
C 1.55 3.41 -1.85 -1.315
H 1.22 4.07 -2.66 0.456
H 2.50 2.93 -2.12 0.455
H 1.71 4.01 -0.94 0.408
C -1.27 -2.93 -2.23 -1.362
H -1.51 -3.62 -1.41 0.395
H -0.90 -3.49 -3.10 0.439
H -2.18 -2.38 -2.53 0.454
C 1.61 -2.40 -2.45 -1.194
H 2.35 -1.59 -2.56 0.362
H 1.38 -2.80 -3.45 0.519
H 2.03 -3.19 -1.81 0.441
Pb 1.39 0.39 4.54 0.946
C -0.01 1.86 0.15 0.602
C -1.40 1.50 0.39 -1.826
C -1.90 0.21 0.02 0.597
C -1.80 -0.89 1.14 -0.813
C -0.88 -1.91 0.70 -1.501
C 0.40 -1.63 0.06 0.715
C 1.37 -0.37 0.08 -0.516
C 1.03 0.92 0.81 -0.865
C 0.42 -1.54 4.75 -1.300
H 0.17 2.91 0.48 0.815
H -2.06 2.23 0.86 0.470
H -1.27 -0.10 -0.85 -1.230
H -2.94 0.21 -0.37 0.736
H -1.52 -0.44 2.12 0.237
H -2.81 -1.31 1.27 0.550
H -0.96 -2.90 1.13 0.599
H 1.04 -2.54 0.20 1.046
H 1.59 -0.11 -0.97 -0.085
H 2.37 -0.70 0.42 0.482
H 0.78 0.70 1.85 -0.835
H 1.98 1.48 0.88 0.856
H 1.09 -2.16 5.37 0.479
H 0.28 -1.95 3.75 0.218
H -0.53 -1.38 5.27 0.385
Se -0.18 0.69 9.62 -0.144
C 0.26 0.56 7.92 0.124
N 0.53 0.48 6.76 -0.663
```

Computed, not measured: a cluster of 2 separate species, C6H11N4 in total in a non-equilibrium geometry, with the ωB97M-V functional and the def2-TZVPD basis.

Results
- Energy above the lowest of the compared OMol25 structures with the same formula, charge and spin: 73.9 kcal per mole
- Lowest unoccupied orbital energy: -3.68 eV
- Multiplicity: 1
- Total charge: +1
- Highest occupied orbital energy: -12.60 eV
- Kohn-Sham gap: 8.92 eV

The geometry in XYZ format:
```
21
Properties=species:S:1:pos:R:3:mulliken_charge:R:1
C -3.08 -1.04 -0.33 -0.462
C -3.28 0.16 0.31 -0.235
C -1.69 -1.02 -0.67 -0.356
C 2.20 -1.02 0.07 0.456
C 1.58 0.88 -1.22 -0.901
C 1.85 0.95 1.26 -0.921
N -2.12 0.83 0.28 -0.210
N -1.13 0.15 -0.33 -0.167
N 2.15 -2.16 0.30 -0.121
N 2.04 0.19 0.01 0.047
H -3.83 -1.89 -0.42 0.308
H -4.15 0.64 0.71 0.442
H -1.33 -1.76 -1.42 0.321
H 0.52 1.06 -0.98 0.540
H 1.76 0.08 -2.01 0.358
H 2.21 1.64 -1.48 0.314
H 2.74 0.82 1.95 0.343
H 1.01 0.73 1.91 0.354
H 1.71 2.00 1.02 0.354
H -1.80 1.66 0.89 0.246
H 2.64 -2.93 0.15 0.289
```

Computed, not measured: a structure of composition C4H8N2O2 in a non-equilibrium geometry, with the ωB97M-V functional and the def2-TZVPD basis.

Results
- Energy above the lowest of the compared OMol25 structures with the same formula, charge and spin: 185.7 kcal per mole
- Lowest unoccupied orbital energy: 0.53 eV
- Multiplicity: 1
- Highest occupied orbital energy: -7.86 eV
- Kohn-Sham gap: 8.39 eV

The geometry in XYZ format:
```
16
Properties=species:S:1:pos:R:3:mulliken_charge:R:1
C -1.89 -0.58 0.37 -0.841
N -0.52 -0.13 0.63 0.088
C 1.58 -0.36 -0.30 0.702
C 1.14 -0.77 0.84 -0.884
C 0.22 0.05 -1.09 -0.024
O -0.64 1.02 1.45 -0.436
O 2.73 0.10 -0.80 -0.494
N 0.11 1.20 -1.70 -0.783
H 0.00 0.87 2.16 0.371
H 2.48 0.52 -1.66 0.390
H 0.19 1.97 -1.02 0.252
H 1.35 -1.03 1.87 0.420
H -0.04 -0.83 -1.68 0.344
H -2.46 0.21 -0.13 0.320
H -2.40 -0.78 1.32 0.284
H -1.86 -1.46 -0.26 0.291
```

Computed, not measured: the molecule C14H26O2 in a non-equilibrium geometry, with the ωB97M-V functional and the def2-TZVPD basis.

Results
- Energy above the lowest of the compared OMol25 structures with the same formula, charge and spin: 55.6 kcal per mole
- SMILES: CC(C)[C@H](C)[C@H](C)[C@H](O)C#C[C@H](C)[C@H](C)O
- Lowest unoccupied orbital energy: 0.67 eV
- Multiplicity: 1
- Highest occupied orbital energy: -9.11 eV
- Kohn-Sham gap: 9.78 eV

The geometry in XYZ format:
```
42
Properties=species:S:1:pos:R:3:mulliken_charge:R:1
C 0.23 -1.13 -0.66 -0.577
C -0.63 -1.72 -1.28 -0.707
O 2.06 0.23 -0.92 -0.594
O -3.63 -3.96 -1.40 -0.577
C -2.55 -1.01 -2.31 -1.601
C -1.41 -4.57 -1.07 -1.550
C 1.71 4.34 1.17 -1.554
C 0.12 3.41 -0.40 -1.508
C -0.15 -0.22 2.19 -1.676
C 2.65 1.29 1.93 -1.346
C 1.26 -0.41 0.07 0.535
C -1.71 -2.28 -2.02 0.459
C -2.33 -3.38 -1.04 0.368
C 1.37 2.98 0.40 0.557
C 0.37 0.60 0.93 0.353
C 1.22 1.79 1.45 -0.573
H 2.60 -0.40 -1.51 0.361
H -3.52 -4.81 -1.90 0.348
H -1.96 -0.17 -2.65 0.429
H -3.22 -1.36 -3.11 0.410
H -3.17 -0.62 -1.44 0.276
H -1.22 -4.88 -2.09 0.464
H -1.76 -5.45 -0.41 0.347
H -0.41 -4.30 -0.65 0.316
H 1.07 4.56 2.03 0.386
H 2.69 4.20 1.73 0.296
H 1.94 5.20 0.60 0.471
H -0.24 2.63 -1.07 0.305
H 0.29 4.31 -1.03 0.439
H -0.64 3.84 0.32 0.314
H 0.00 0.34 3.16 0.437
H 0.48 -1.03 2.53 0.406
H -1.20 -0.44 2.11 0.339
H 3.23 2.11 2.37 0.401
H 3.25 0.71 1.15 0.230
H 2.59 0.43 2.66 0.344
H 1.93 -1.08 0.64 0.473
H -1.42 -2.73 -2.92 0.563
H -2.26 -2.99 0.03 0.235
H 2.27 2.80 -0.23 0.206
H -0.55 1.02 0.45 0.419
H 0.62 2.18 2.20 0.777
```

Computed, not measured: a cluster of 2 separate species, C4H5BS in total in a non-equilibrium geometry, with the ωB97M-V functional and the def2-TZVPD basis.

Results
- Energy above the lowest of the compared OMol25 structures with the same formula, charge and spin: 117.5 kcal per mole
- Lowest unoccupied orbital energy (alpha / beta): 0.04 / -1.07 eV
- Multiplicity: 1
- Highest occupied orbital energy (alpha / beta): -9.33 / -7.54 eV
- Kohn-Sham gap (alpha / beta): 9.38 / 6.47 eV

The geometry in XYZ format:
```
11
Properties=species:S:1:pos:R:3:mulliken_charge:R:1
B -3.58 0.77 0.06 -0.003
C 0.58 -0.89 -0.13 -0.040
C 1.87 -1.15 0.10 -0.358
C 1.46 1.24 -0.08 -0.284
C 0.40 0.49 -0.27 -0.390
S 2.93 0.26 0.16 -0.088
H -4.19 0.39 -0.92 0.005
H -3.39 0.60 1.22 0.010
H -0.07 -1.75 -0.15 0.344
H 2.24 -2.19 0.13 0.332
H 1.74 2.22 -0.12 0.472
```

Computed, not measured: a cluster of 40 separate species, H80O40 in total in a non-equilibrium geometry, with the ωB97M-V functional and the def2-TZVPD basis.

Results
- <S²>: 0.751
- Energy above the lowest of the compared OMol25 structures with the same formula, charge and spin: 42.6 kcal per mole
- Lowest unoccupied orbital energy (alpha / beta): 1.37 / 1.32 eV
- Multiplicity: 2
- Total charge: -1
- Highest occupied orbital energy (alpha / beta): -0.68 / -8.61 eV
- Kohn-Sham gap (alpha / beta): 2.05 / 9.93 eV

The geometry in XYZ format:
```
120
Properties=species:S:1:pos:R:3:mulliken_charge:R:1
H -2.10 -3.88 3.33 0.319
H -3.44 -3.17 3.07 0.308
O -3.04 -3.94 3.50 -0.665
H -0.24 5.46 -0.28 0.325
H -1.18 4.46 -0.96 0.215
O -1.17 5.23 -0.34 -0.642
H -0.53 -1.37 2.79 0.073
H 0.62 -0.59 2.99 0.280
O -0.20 -0.80 3.48 -0.384
H -5.20 -1.12 0.81 0.428
H -5.74 -0.61 2.23 0.284
O -5.89 -0.62 1.29 -0.627
H -4.07 4.65 -0.53 0.288
H -3.19 3.87 0.19 0.168
O -3.56 3.85 -0.70 -0.532
H 1.53 -5.77 0.38 0.343
O 0.57 -5.60 0.40 -0.480
H -2.39 -4.94 0.85 0.246
O -1.95 -5.35 1.61 -0.512
H 0.33 -5.00 -2.37 0.267
H -0.22 -4.05 -1.39 0.026
O 0.60 -4.23 -1.87 -0.473
H -4.67 3.23 1.65 0.300
H -4.04 3.28 3.05 0.144
O -3.93 3.60 2.14 -0.477
H -0.18 -2.88 -5.76 0.191
H 0.73 -1.85 -5.88 0.357
O -0.02 -2.18 -6.39 -0.570
H -4.63 0.32 -1.09 0.262
H -4.46 1.37 -2.22 0.246
O -4.09 0.55 -1.86 -0.533
H -4.87 -0.80 -2.97 0.385
O -5.43 -1.59 -3.06 -0.625
H 4.80 -0.05 -2.88 0.405
H 4.02 0.37 -4.12 0.145
O 4.60 -0.31 -3.79 -0.696
H -1.22 -0.42 6.41 0.352
H 0.11 -0.30 5.71 0.320
O -0.28 -0.59 6.54 -0.599
H 2.42 3.52 4.17 0.349
H 0.94 3.45 4.13 0.220
O 1.71 2.87 4.21 -0.610
H 3.26 1.50 -4.91 0.325
H 1.60 1.41 -4.77 0.277
O 2.46 1.64 -4.41 -0.556
H -2.08 3.43 5.49 0.312
H -3.03 2.84 4.42 0.230
O -2.95 3.06 5.35 -0.623
H 3.72 -0.35 1.28 0.291
H 5.06 -0.82 2.05 0.259
O 4.47 -0.95 1.30 -0.641
H 1.68 -0.74 -1.74 -0.295
O 1.53 -0.10 -1.04 0.711
H 4.28 4.75 1.69 0.302
H 3.14 5.78 1.33 0.315
O 3.89 5.60 1.89 -0.624
H -0.29 1.61 3.88 0.063
O -1.08 1.52 4.41 -0.303
H 4.28 -2.02 -4.00 0.403
H 4.03 -3.33 -3.41 0.311
O 3.93 -2.90 -4.28 -0.649
H 0.29 -3.77 1.75 0.103
H -0.44 -3.28 0.46 -0.185
O -0.27 -3.13 1.39 0.174
H 1.43 1.00 2.10 0.109
H 1.38 -0.04 0.78 0.161
O 1.85 0.33 1.55 -0.406
H 0.41 4.25 2.30 0.231
H -0.45 5.40 1.55 0.327
O 0.39 5.09 1.88 -0.578
H 1.08 4.76 -4.77 0.300
H 2.38 3.86 -4.92 0.253
O 1.83 4.37 -4.31 -0.464
H 0.84 3.43 -2.38 0.185
H 1.66 2.24 -1.96 0.063
O 0.77 2.61 -1.85 -0.333
H 3.68 -5.27 0.92 0.273
H 3.78 -5.47 -0.57 0.253
O 3.22 -5.05 0.10 -0.541
H 5.21 0.29 -0.40 0.294
H 4.33 1.36 -0.85 0.213
O 4.91 0.69 -1.22 -0.650
H -1.47 0.80 1.45 -0.002
H -2.84 1.34 1.30 0.098
O -2.39 0.52 1.54 -0.547
H 3.17 -2.98 -0.28 0.247
H 1.90 -3.46 -1.08 0.254
O 2.59 -2.78 -1.02 -0.428
H -1.88 3.42 1.73 0.191
O -1.19 2.95 2.22 -0.091
H -3.15 -0.73 0.59 0.451
H -2.94 -1.89 -0.33 0.317
O -3.49 -1.64 0.43 -0.642
H 0.86 0.59 -1.04 -0.016
H 0.24 -5.29 1.23 0.269
H -1.30 0.60 4.56 -0.038
H -2.12 -6.27 1.36 0.262
H -4.97 -2.28 -2.56 0.290
H -1.68 2.51 2.94 0.078
O 0.63 -3.23 3.97 -0.625
H 0.14 -3.96 3.57 0.347
H -0.07 -2.57 4.09 0.336
O -1.41 0.92 -1.04 -0.463
H -0.63 1.09 -1.59 0.112
H -2.09 1.52 -1.37 0.040
O 1.26 -4.57 -4.77 -0.581
H 0.52 -4.36 -5.33 0.288
H 1.79 -3.93 -4.31 0.253
O -1.19 -1.79 -1.21 -1.009
H -0.52 -1.29 -0.70 0.066
H -1.60 -1.03 -1.68 0.320
O -1.60 4.08 -2.56 -0.037
H -1.46 3.20 -2.94 0.089
H -1.54 4.70 -3.29 0.088
O 3.57 2.88 0.79 -0.523
H 2.73 2.48 0.54 0.146
H 3.60 2.62 1.72 0.348
O 0.31 -1.84 -3.53 -0.162
H 1.18 -2.12 -3.24 0.180
H -0.18 -1.89 -2.69 0.384
```